No. 1
A cluster of 15 separate species, C60H105N15 in total in a non-equilibrium geometry. Source: the Open Molecules 2025 dataset; level of theory: the ωB97M-V functional and the def2-TZVPD basis.

```
180
Properties=species:S:1:pos:R:3
C -17.378 27.853 8.743
C -17.220 26.417 8.743
C -15.985 26.007 9.682
C -14.690 26.067 9.036
N -13.699 26.138 8.472
H -17.407 28.213 9.757
H -18.270 28.122 8.175
H -16.564 28.394 8.301
H -17.037 25.934 7.775
H -18.057 25.912 9.219
H -16.132 25.004 9.945
H -15.939 26.583 10.575
C -20.536 23.133 10.493
C -19.633 22.180 9.732
C -18.657 21.463 10.628
C -17.846 22.496 11.352
N -17.150 23.256 11.871
H -21.338 23.573 9.853
H -19.976 24.040 10.887
H -21.096 22.610 11.385
H -19.166 22.819 8.925
H -20.305 21.447 9.269
H -18.101 20.795 9.991
H -19.265 20.863 11.380
C -13.237 22.650 8.753
C -14.353 22.544 9.794
C -13.931 23.085 11.164
C -12.818 22.475 11.814
N -11.999 21.774 12.243
H -12.531 21.773 8.805
H -12.594 23.559 9.060
H -13.551 22.820 7.708
H -14.738 21.510 10.000
H -15.246 23.140 9.488
H -14.796 23.025 11.865
H -13.777 24.152 11.049
C -11.130 24.368 5.232
C -10.816 25.888 5.565
C -10.330 25.958 7.039
C -9.260 24.998 7.417
N -8.423 24.275 7.580
H -10.241 23.760 5.060
H -11.871 24.260 4.411
H -11.606 23.966 6.141
H -11.652 26.525 5.397
H -10.104 26.307 4.810
H -11.208 25.854 7.641
H -10.011 27.001 7.257
C -11.039 20.326 6.640
C -9.505 20.507 6.579
C -8.671 19.397 7.330
C -9.034 18.023 6.978
N -9.370 17.023 6.606
H -11.321 19.571 5.885
H -11.537 21.269 6.505
H -11.291 19.929 7.652
H -9.110 21.424 6.974
H -9.105 20.571 5.546
H -8.706 19.462 8.464
H -7.584 19.595 7.123
C -13.586 27.764 -0.459
C -14.084 26.995 0.758
C -13.056 27.253 1.880
C -11.808 26.446 1.691
N -10.956 25.700 1.591
H -14.139 27.527 -1.341
H -12.520 27.611 -0.679
H -13.720 28.830 -0.366
H -14.319 25.938 0.482
H -15.018 27.485 1.103
H -13.507 27.048 2.894
H -12.790 28.326 1.832
C -12.671 12.919 6.516
C -11.822 13.521 7.579
C -11.054 14.736 7.079
C -11.914 15.874 6.966
N -12.794 16.603 7.041
H -13.433 13.650 6.160
H -13.265 12.128 7.004
H -12.024 12.515 5.688
H -11.104 12.735 7.830
H -12.393 13.745 8.517
H -10.615 14.463 6.060
H -10.184 14.876 7.742
C -18.643 16.395 11.791
C -18.799 15.487 10.573
C -17.611 15.718 9.570
C -17.516 17.147 9.155
N -17.632 18.257 8.854
H -19.389 16.101 12.581
H -18.719 17.493 11.597
H -17.686 16.189 12.217
H -19.676 15.727 10.051
H -18.726 14.505 10.877
H -17.747 15.092 8.640
H -16.663 15.406 9.981
C -15.342 20.270 5.375
C -14.395 21.443 5.319
C -15.020 22.842 5.264
C -15.904 23.108 6.406
N -16.682 23.215 7.249
H -16.042 20.259 4.545
H -15.869 20.225 6.280
H -14.704 19.398 5.471
H -13.666 21.575 4.439
H -13.764 21.293 6.194
H -15.667 22.973 4.429
H -14.323 23.689 5.205
C -19.337 22.461 4.816
C -19.942 21.493 3.842
C -20.872 22.012 2.795
C -20.375 23.206 2.056
N -19.937 24.009 1.335
H -18.708 21.984 5.509
H -20.124 23.029 5.392
H -18.739 23.077 4.215
H -20.647 20.874 4.415
H -19.199 20.808 3.430
H -21.772 22.419 3.226
H -21.161 21.390 1.959
C -11.912 15.726 3.473
C -11.373 16.635 2.355
C -11.057 17.990 3.025
C -9.917 18.692 2.403
N -9.042 19.196 1.833
H -12.247 14.725 3.131
H -12.842 16.172 3.892
H -11.245 15.607 4.289
H -12.138 16.731 1.600
H -10.493 16.132 1.943
H -10.764 17.699 4.017
H -11.884 18.677 3.066
C -16.286 15.135 6.318
C -15.651 16.100 5.287
C -16.562 16.347 4.100
C -17.869 17.091 4.365
N -18.764 17.789 4.423
H -17.208 15.679 6.574
H -15.616 14.996 7.150
H -16.525 14.191 5.779
H -14.762 15.682 4.885
H -15.320 16.999 5.758
H -16.902 15.322 3.657
H -16.149 17.021 3.346
C -7.549 22.270 3.154
C -8.530 23.094 2.356
C -9.800 22.390 1.738
C -10.640 21.911 2.816
N -11.158 21.422 3.732
H -6.713 22.914 3.481
H -7.280 21.403 2.487
H -7.966 21.891 4.066
H -7.960 23.580 1.498
H -8.844 23.986 2.916
H -9.546 21.458 1.174
H -10.244 23.073 1.063
C -14.958 18.682 11.214
C -13.548 18.250 11.563
C -12.925 17.354 10.473
C -13.791 16.185 10.179
N -14.370 15.223 9.994
H -15.388 19.121 12.147
H -15.660 17.869 10.862
H -14.897 19.308 10.341
H -13.613 17.810 12.535
H -12.902 19.163 11.697
H -11.986 16.958 10.764
H -12.882 17.962 9.558
C -16.350 27.205 4.079
C -17.816 27.321 4.119
C -18.496 26.918 2.749
C -18.252 27.985 1.755
N -18.018 28.799 1.007
H -15.736 27.419 5.002
H -15.954 27.882 3.368
H -16.052 26.212 3.584
H -18.038 28.376 4.358
H -18.309 26.745 4.911
H -19.507 26.764 3.023
H -18.037 25.992 2.470
```

## Properties
LUMO level = 0.32 eV
E_tot = -86268.98726 eV
Frontier orbital gap = 11.4 eV
Energy above the lowest of the compared OMol25 structures with the same formula, charge and spin = 121.8 kcal/mol

---

No. 2
A cluster of 8 separate species, C60H131N7O8 in total in a non-equilibrium geometry. Source: the Open Molecules 2025 dataset; level of theory: the ωB97M-V functional and the def2-TZVPD basis.

```
206
Properties=species:S:1:pos:R:3
C 4.122 1.049 1.853
C 4.034 -0.416 1.336
C 5.251 -1.322 1.724
O 5.470 -1.148 3.202
C 6.840 -1.079 3.546
N 2.834 -1.100 1.754
H 5.047 1.510 1.507
H 4.170 1.016 2.941
H 3.299 1.677 1.511
H 4.014 -0.305 0.252
H 6.121 -1.111 1.103
H 5.136 -2.396 1.575
H 7.341 -2.026 3.747
H 7.032 -0.346 4.330
H 7.418 -0.594 2.760
H 2.782 -1.234 2.754
H 3.038 -2.060 1.514
C -0.513 5.706 -5.277
C -1.087 4.274 -5.382
C -0.002 3.138 -5.275
C 0.682 3.072 -3.893
C -0.417 2.864 -2.824
C -1.624 3.801 -2.905
N -2.054 3.980 -4.293
O -3.240 4.722 -4.412
C -2.766 3.106 -2.179
C -1.253 5.049 -2.129
C -1.669 4.249 -6.821
H -1.213 6.505 -5.519
H 0.270 5.856 -6.021
H -0.005 5.992 -4.356
H -0.429 2.158 -5.488
H 0.743 3.477 -5.994
H 1.153 4.046 -3.762
H 1.456 2.311 -3.799
H 0.164 3.079 -1.927
H -0.610 1.792 -2.775
H -2.906 2.055 -2.431
H -2.492 3.076 -1.124
H -3.757 3.556 -2.242
H -2.005 5.836 -2.193
H -1.062 4.812 -1.083
H -0.250 5.417 -2.344
H -0.971 4.701 -7.525
H -2.623 4.767 -6.919
H -1.953 3.250 -7.151
H -2.923 5.586 -4.139
C 4.774 -1.297 -5.013
C 4.625 -1.167 -3.496
C 3.594 -0.075 -3.210
C 2.143 -0.577 -3.228
C 1.965 -1.793 -2.337
C 2.958 -2.950 -2.569
N 4.383 -2.486 -2.834
O 5.278 -3.481 -3.026
C 3.054 -3.889 -1.317
C 2.413 -3.785 -3.777
C 5.957 -0.589 -3.002
H 3.870 -1.827 -5.314
H 5.633 -1.952 -5.158
H 4.852 -0.374 -5.586
H 3.760 0.428 -2.257
H 3.758 0.650 -4.007
H 1.975 -0.886 -4.260
H 1.453 0.246 -3.042
H 0.968 -2.166 -2.571
H 1.972 -1.547 -1.275
H 2.094 -4.092 -0.842
H 3.700 -4.760 -1.436
H 3.695 -3.419 -0.572
H 1.492 -4.331 -3.573
H 2.187 -3.225 -4.684
H 3.152 -4.504 -4.130
H 6.365 0.323 -3.438
H 6.712 -1.369 -3.097
H 5.833 -0.376 -1.940
H 5.529 -3.842 -2.173
C 4.695 5.427 5.727
C 3.513 4.925 4.817
C 2.779 3.797 5.672
C 1.378 3.462 5.177
C 0.511 4.752 5.037
C 1.112 5.831 4.161
N 2.547 6.027 4.573
O 3.161 7.041 3.854
C 0.899 5.447 2.686
C 0.321 7.165 4.513
C 4.065 4.263 3.599
H 4.364 6.005 6.590
H 5.382 6.017 5.119
H 5.143 4.462 5.964
H 3.324 2.856 5.601
H 2.663 4.130 6.703
H 0.900 2.773 5.874
H 1.395 2.981 4.199
H 0.248 5.118 6.030
H -0.444 4.365 4.682
H 1.655 5.770 1.970
H 0.890 4.368 2.533
H -0.084 5.760 2.335
H 0.837 7.593 5.373
H 0.441 7.960 3.778
H -0.721 6.970 4.768
H 3.227 3.804 3.075
H 4.735 3.455 3.893
H 4.511 5.007 2.940
H 3.127 7.735 4.516
C 0.094 -7.143 -0.628
C -1.279 -6.456 -0.676
C -2.213 -7.057 0.391
C -2.074 -6.587 1.892
C -2.009 -5.045 1.915
C -0.938 -4.467 1.038
N -1.091 -4.995 -0.377
O -0.330 -4.407 -1.361
C -1.181 -2.945 1.018
C 0.459 -4.659 1.675
C -1.866 -6.610 -2.140
H 0.864 -6.686 -1.250
H 0.494 -7.164 0.386
H 0.078 -8.192 -0.924
H -3.231 -6.989 0.007
H -2.001 -8.114 0.548
H -2.799 -6.982 2.603
H -1.145 -7.070 2.193
H -1.865 -4.783 2.963
H -3.000 -4.685 1.636
H -1.316 -2.506 2.006
H -2.146 -2.783 0.538
H -0.419 -2.362 0.502
H 0.696 -3.938 2.458
H 1.177 -4.503 0.870
H 0.690 -5.652 2.060
H -2.824 -6.101 -2.245
H -1.191 -6.200 -2.892
H -2.184 -7.608 -2.441
H -0.982 -3.874 -1.822
C -3.131 -0.881 -7.176
C -3.974 -0.644 -5.911
C -4.911 -1.818 -5.775
C -4.185 -3.097 -5.266
C -3.335 -2.848 -3.982
C -2.423 -1.622 -4.125
N -3.121 -0.456 -4.726
O -2.386 0.724 -4.748
C -2.003 -1.211 -2.688
C -1.123 -2.078 -4.848
C -4.824 0.605 -6.243
H -3.623 -0.729 -8.137
H -2.673 -1.862 -7.302
H -2.363 -0.109 -7.205
H -5.653 -1.627 -5.000
H -5.524 -2.124 -6.623
H -3.519 -3.483 -6.038
H -4.868 -3.887 -4.953
H -2.744 -3.751 -3.832
H -4.057 -2.659 -3.188
H -1.165 -0.518 -2.604
H -2.846 -0.836 -2.108
H -1.643 -2.033 -2.069
H -1.269 -2.821 -5.632
H -0.553 -1.223 -5.213
H -0.521 -2.683 -4.170
H -5.526 0.292 -7.016
H -4.161 1.376 -6.637
H -5.356 0.980 -5.369
H -3.095 1.345 -4.564
C -1.784 1.016 6.962
C -2.401 0.720 5.540
C -1.572 -0.316 4.803
C -1.810 -1.815 5.136
C -3.323 -2.111 5.171
C -4.142 -1.124 6.087
N -3.812 0.242 5.608
O -4.692 1.165 6.184
C -5.574 -1.365 5.615
C -3.978 -1.476 7.580
C -2.406 2.062 4.687
H -1.611 0.105 7.534
H -2.468 1.597 7.581
H -0.821 1.526 6.953
H -1.784 -0.278 3.735
H -0.518 -0.076 4.946
H -1.418 -2.092 6.115
H -1.272 -2.457 4.438
H -3.503 -3.105 5.579
H -3.690 -2.181 4.147
H -5.710 -1.003 4.596
H -5.881 -2.409 5.547
H -6.272 -0.801 6.234
H -3.000 -1.859 7.874
H -4.146 -0.632 8.249
H -4.730 -2.181 7.933
H -2.853 2.962 5.109
H -2.987 1.809 3.800
H -1.406 2.321 4.340
H -5.446 1.262 5.598
C -0.730 0.562 0.630
C -0.105 1.488 1.660
O 0.398 0.720 2.688
H -1.544 0.015 1.107
H 0.022 -0.114 0.222
H -1.128 1.143 -0.202
H -0.835 2.132 2.150
H 0.649 2.111 1.178
H 1.072 0.178 2.271
```

## Properties
LUMO level = 0.48 eV
E_tot = -91144.91896 eV
Frontier orbital gap = 8.4 eV